# 1
Computed, not measured: an isolated ion of composition C3H9IN and charge +1 in a non-equilibrium geometry, with ωB97M-V with the def2-TZVPD basis set.

ΔE to the lowest compared entry with this formula, charge and spin   125.3 kcal/mol
Gap between HOMO and LUMO   7.07 eV
Charge   +1

The geometry in XYZ format:
```
14
Properties=species:S:1:pos:R:3:forces:R:3:lowdin_charge:R:1
C 1.307907 -0.915485 0.600100 -0.64 -1.74 -4.28 -0.125
C -0.435868 1.469888 -0.486799 1.68 1.03 -2.67 -0.018
C -0.046662 -0.950470 -0.277198 2.60 -3.91 1.80 -0.530
N -0.378558 0.121644 -1.071908 0.72 1.56 -3.75 -0.203
I -1.952210 -1.375898 1.029015 1.76 1.53 1.85 1.106
H 1.905698 -0.070662 0.887521 0.25 0.98 -0.96 0.066
H 1.080671 -1.245712 1.515289 -1.23 -1.72 3.58 -0.020
H 1.895319 -1.843213 0.157595 -0.71 2.32 0.72 0.128
H -0.916435 2.082754 -1.249827 -0.22 0.42 0.54 0.114
H -0.926048 1.370977 0.413895 -1.19 0.28 1.82 0.035
H 0.602272 1.816570 -0.371548 -0.49 -0.08 0.24 0.118
H -1.248699 -0.438998 2.354856 -1.31 -1.12 -1.29 -0.070
H -1.239029 -0.125015 -1.589305 0.21 0.42 0.31 0.152
H 0.351644 0.103619 -1.911685 -1.43 0.02 2.08 0.249
```
Positions in Å, forces in eV/Å.



# 2
Computed, not measured: an isolated molecule of C3H9IO2P2S in a non-equilibrium geometry, with ωB97M-V with the def2-TZVPD basis set.

ΔE to the lowest compared entry with this formula, charge and spin   14.4 kcal/mol
Gap between HOMO and LUMO   8.99 eV

The geometry in XYZ format:
```
18
Properties=species:S:1:pos:R:3:forces:R:3:lowdin_charge:R:1
C -0.519907 -1.810534 1.119988 0.30 -0.77 -0.43 -0.197
C -0.440277 -1.717998 -0.418193 -0.44 0.14 0.13 -0.798
I 1.608290 -1.987938 -1.148918 -0.62 0.06 0.28 0.770
C -1.164623 -0.479490 -1.071172 1.23 -0.60 1.15 -0.500
P -1.141560 1.172831 -0.183781 -0.77 0.89 -0.61 0.760
P 0.914754 1.931506 -0.338033 1.61 0.04 -0.44 0.032
O 0.931784 3.527275 0.169920 -0.78 -2.31 0.04 -0.278
O 1.941187 1.130406 0.721866 -1.27 1.16 -1.06 -0.309
S 1.546569 1.767697 -2.179568 -0.43 0.08 1.06 0.190
H -1.523906 -2.186458 1.373372 0.15 0.53 0.15 0.083
H 0.172924 -2.579533 1.490749 -0.16 0.20 -0.21 0.059
H -0.267312 -0.889671 1.648592 -0.21 -0.05 -0.17 0.029
H -0.962037 -2.604899 -0.801804 0.40 0.21 -0.06 0.059
H -2.228569 -0.742623 -1.164404 0.24 0.29 -0.09 0.070
H -0.709092 -0.303088 -2.053852 -0.43 0.15 0.15 0.029
H -1.456074 0.972575 1.196883 0.59 -0.29 -0.35 -0.082
H 1.861605 3.757615 0.102630 0.44 0.45 -0.05 0.046
H 1.436244 1.042325 1.535725 0.16 -0.17 0.51 0.036
```
Positions in Å, forces in eV/Å.



# 3
Computed, not measured: an isolated molecule of C3H9ISi in a non-equilibrium geometry, with ωB97M-V with the def2-TZVPD basis set.

ΔE to the lowest compared entry with this formula, charge and spin   40.6 kcal/mol
Gap between HOMO and LUMO   9.70 eV

The geometry in XYZ format:
```
14
Properties=species:S:1:pos:R:3:forces:R:3:lowdin_charge:R:1
C 0.783283 -0.793125 -1.480809 -0.04 -1.22 1.87 -0.200
Si 0.414110 -0.234630 0.385740 -1.71 -0.67 -3.55 0.485
C 0.455903 1.590504 0.208123 -1.80 2.64 -0.47 -0.259
C -1.242498 -0.836719 1.118794 -0.36 -0.91 0.92 -0.788
I -2.909140 -0.467810 -0.214430 0.37 -0.13 0.33 0.660
H 0.740570 -0.003073 -2.185988 0.50 1.16 -0.28 0.002
H 1.684333 -1.390157 -1.553820 0.76 0.44 -0.01 0.008
H 0.119838 -1.495853 -1.935830 -1.21 -0.65 0.27 -0.003
H 1.276229 -0.558024 1.425816 1.62 -0.74 1.18 -0.035
H -0.548175 2.129780 0.499232 1.82 -1.05 -0.49 0.069
H 1.194685 1.930810 0.904511 0.40 0.46 0.70 -0.004
H 0.783765 2.073579 -0.770258 -0.59 -1.09 1.00 0.054
H -1.425107 -1.845815 1.677367 0.66 1.67 -1.51 0.038
H -1.327795 -0.099467 1.921552 -0.42 0.10 0.05 -0.026
```
Positions in Å, forces in eV/Å.



# 4
Computed, not measured: an isolated molecule of C3H9N, with ωB97M-V with the def2-TZVPD basis set.

ΔE to the lowest compared entry with this formula, charge and spin   2.7 kcal/mol
Gap between HOMO and LUMO   10.42 eV

The geometry in XYZ format:
```
13
Properties=species:S:1:pos:R:3:forces:R:3:lowdin_charge:R:1
C -1.154245 0.245932 1.050983 -0.06 -0.10 0.23 -0.128
C -0.729601 -0.377604 -0.271245 0.02 0.24 -0.04 -0.275
C 0.559822 0.219389 -0.834742 -0.06 -0.40 -0.30 -0.322
N 1.697266 -0.005130 0.048903 0.36 0.03 0.26 -0.022
H -2.123613 -0.156411 1.362183 0.09 0.09 0.00 0.066
H -0.433072 0.029419 1.845191 -0.07 0.12 -0.15 0.066
H -1.251881 1.332350 0.959513 0.03 -0.10 0.03 0.072
H -1.532137 -0.228489 -1.003495 0.15 -0.07 0.00 0.102
H -0.617920 -1.460945 -0.141844 0.06 0.06 -0.09 0.102
H 0.434744 1.295856 -0.993894 0.01 -0.08 0.11 0.109
H 0.770048 -0.233396 -1.810004 -0.31 0.09 -0.23 0.098
H 1.835397 -1.005668 0.183721 -0.03 0.21 -0.03 0.068
H 2.545193 0.344699 -0.395272 -0.20 -0.09 0.22 0.065
```
Positions in Å, forces in eV/Å.



# 5
Computed, not measured: a 2-piece molecular cluster, C3H9N overall in a non-equilibrium geometry, with ωB97M-V with the def2-TZVPD basis set.

ΔE to the lowest compared entry with this formula, charge and spin   48.2 kcal/mol
Gap between HOMO and LUMO   8.76 eV

The geometry in XYZ format:
```
13
Properties=species:S:1:pos:R:3:forces:R:3:lowdin_charge:R:1
C -0.173900 -0.775865 -1.493151 -0.63 -0.14 0.60 -0.053
C 0.607249 0.156727 -0.908680 -0.01 0.09 -2.97 -0.254
N 1.496952 0.903725 -1.729403 0.99 -0.33 1.90 0.008
H 0.135988 -1.374088 -2.347240 -0.12 0.90 -0.50 0.038
H -1.242313 -0.779461 -1.263942 0.50 -1.13 0.97 0.040
H 0.584567 0.387231 0.146662 -0.53 0.82 -0.17 0.070
H 1.569341 0.749330 -2.720874 -0.58 -0.26 0.15 0.076
H 1.479693 1.876621 -1.479989 0.39 0.06 -0.01 0.068
C -0.900570 -0.154022 2.327307 0.36 -1.97 0.75 -0.066
H -1.711217 0.007413 1.624872 0.30 0.73 -0.13 0.020
H -1.339105 -0.494579 3.266354 -0.18 0.41 0.16 0.012
H -0.125350 0.573115 2.555252 -0.48 0.49 -0.43 0.019
H -0.381335 -1.076148 2.022832 -0.01 0.33 -0.32 0.023
```
Positions in Å, forces in eV/Å.



# 6
Computed, not measured: an isolated molecule of C3H9N in a non-equilibrium geometry, with ωB97M-V with the def2-TZVPD basis set.

ΔE to the lowest compared entry with this formula, charge and spin   10.1 kcal/mol
Gap between HOMO and LUMO   10.36 eV

The geometry in XYZ format:
```
13
Properties=species:S:1:pos:R:3:forces:R:3:lowdin_charge:R:1
C -1.045707 -0.870519 0.077409 -0.27 1.13 -2.30 -0.074
C -0.022349 0.185737 -0.416930 0.87 -1.46 -0.22 -0.560
C 1.410807 -0.219139 0.043972 0.11 -0.08 -0.36 -0.081
N -0.295379 1.515390 -0.021629 -2.35 2.85 1.34 -0.016
H -2.042275 -0.672385 -0.417615 0.85 -0.10 0.91 0.090
H -1.074621 -0.853754 1.138389 -0.33 -0.05 1.00 0.058
H -0.728541 -1.828624 -0.283163 0.11 -0.75 0.01 0.054
H 0.063630 0.213918 -1.492594 -0.56 -0.32 -0.59 0.115
H 2.281597 0.272525 -0.508200 -1.43 -0.35 0.76 0.093
H 1.538960 -1.325089 -0.079919 -0.08 0.93 0.27 0.077
H 1.417026 0.055649 1.105168 0.62 -0.30 0.00 0.065
H -0.188187 1.670716 0.990106 0.38 -0.37 -0.45 0.070
H -1.314959 1.855574 -0.134990 2.09 -1.14 -0.36 0.111
```
Positions in Å, forces in eV/Å.



Which of these has the highest gap between HOMO and LUMO?
number 4